Formula: C37H37F3O2P2Pt
Source: OMol25
Level of theory: ωB97M-V/def2-TZVPD

Values from the calculation:
strongest force on any atom: 0.102 hartree/bohr
total charge: 0
HOMO energy (spin up / spin down): -0.25461 / -0.25428 Ha
2S+1: 3
energy relative to the best compared isomer or geometry (same formula, charge and spin): 7.3178 eV
molar mass: 827.7 g/mol

```
82
Properties=species:S:1:pos:R:3:forces:R:3:mulliken_spin:R:1
Pt 3.73230 2.19985 -0.23120 -1.3820 0.3743 -0.4944 0.72
C 1.04811 -2.00907 -0.09166 3.3173 0.6688 0.8381 0.00
C 2.41003 -2.03307 -0.25741 -2.3814 1.0859 0.3325 0.00
C 3.08068 -2.15990 -1.58553 1.0709 -0.9918 0.4321 0.00
C 3.36673 -0.85428 -2.39669 -0.1207 -0.9176 -0.4336 -0.01
C 2.12109 -0.05318 -2.55363 -2.2956 -1.2796 -0.1509 0.00
C 0.80085 -0.43982 -2.54226 2.3825 2.4306 -0.7439 0.01
C 0.19342 -1.77970 -2.58290 -1.3766 -1.3573 0.3619 0.00
C 0.11318 -2.41883 -1.15414 -1.2626 -0.1515 -0.0195 0.00
C 2.17206 3.22076 -0.10989 -4.2965 2.8532 -0.9230 0.09
H 0.65917 -1.57868 0.86372 0.2046 -0.8540 -0.7369 0.00
H 3.07929 -1.83912 0.57989 -0.2930 0.2838 0.0606 0.00
H 2.53786 -2.93563 -2.14637 0.2411 0.5010 -0.3336 0.00
H 4.03406 -2.61000 -1.28813 0.2909 -0.1436 -0.6771 0.00
H 4.15988 -0.19241 -1.91898 -0.8146 -0.9713 -0.4699 0.02
H 3.70722 -1.15159 -3.44056 0.0767 0.2538 1.1769 0.00
H 2.32920 0.96050 -2.75137 -0.1417 1.4088 0.2575 0.00
H 0.09705 0.42704 -2.50249 0.5570 -0.9180 -0.1913 0.00
H 0.56855 -2.54483 -3.30720 0.2959 0.9579 0.4304 0.00
H -0.87254 -1.60529 -2.89406 0.8849 -0.3546 0.1997 0.00
H -0.84203 -2.13185 -0.75587 -0.7473 0.1304 0.0273 0.00
H 0.04709 -3.52030 -1.15305 0.2386 0.2281 -0.4123 0.00
H 1.73493 3.36586 0.93481 0.2428 -0.3707 -1.5188 -0.01
H 1.33604 2.95795 -0.90891 1.6534 0.7527 2.0475 -0.01
H 2.65876 4.28014 -0.37114 -0.5107 -1.4679 0.2670 0.08
P 8.21572 2.76697 -0.39709 -0.1844 -0.7528 1.7227 0.25
P 7.05696 4.01202 -2.59494 0.4528 1.9873 -0.7782 0.30
C 8.61635 1.92263 -1.93922 -0.6922 0.8133 -1.3573 -0.03
C 8.17065 2.67128 -3.01097 1.3976 -1.6177 0.9702 0.01
C 9.73434 2.87882 0.73415 -0.1133 -0.0777 0.0447 0.06
C 10.83290 2.02514 0.55824 0.0118 0.4905 -0.2217 0.02
C 12.01102 2.21025 1.28848 -0.3338 0.0015 -0.0781 0.00
C 12.06926 3.19168 2.27447 -0.1776 -0.3180 -0.1442 0.01
C 10.92196 3.91464 2.59689 -0.1062 -0.1135 -0.1338 0.00
C 9.76373 3.77303 1.83335 -0.0627 -0.1669 -0.7377 0.02
C 7.16465 1.56987 0.48604 -0.4890 -0.1051 -0.1695 0.00
C 5.77218 1.59968 0.28249 1.5031 -1.0038 0.5396 -0.01
C 4.95355 0.70474 0.93823 0.1796 -1.5664 1.2429 -0.05
C 5.49021 -0.31667 1.71854 0.2348 0.6763 -0.6776 0.00
C 6.88001 -0.35638 1.91254 0.0298 -0.2158 0.0781 0.00
C 7.72600 0.57067 1.32166 -0.6337 0.6949 -0.0328 0.00
C 8.10882 5.43970 -3.21824 0.2091 -0.6784 0.6877 0.04
C 9.33563 5.61360 -2.54144 -0.3389 -0.1446 -0.0711 0.03
C 10.19411 6.63295 -2.92662 0.1985 -0.0599 0.2496 -0.01
C 9.88789 7.48606 -3.98576 -0.1119 -0.3470 -0.0034 0.02
C 8.73965 7.21835 -4.71734 -0.3414 -0.0818 -0.1950 -0.01
C 7.83652 6.20698 -4.34968 -0.0548 0.1519 -0.0384 0.02
C 5.57586 4.08862 -3.68771 0.0999 -0.2059 -0.1836 0.08
C 4.57946 5.08075 -3.49366 0.5071 -0.5378 0.1213 0.05
C 3.47642 5.10847 -4.33879 -0.1119 -0.2093 -0.3494 -0.01
C 3.33278 4.17134 -5.37911 0.6992 0.1787 0.4931 0.02
C 4.36036 3.24807 -5.59633 -0.1294 -0.0758 -0.1518 -0.01
C 5.48522 3.19334 -4.76809 -0.4496 0.4249 0.4306 0.03
H 9.06241 0.90445 -1.93048 0.2119 1.0607 -0.4394 0.00
H 8.60431 2.60356 -4.01933 -0.7020 -0.5960 0.1881 0.00
H 10.77032 1.22558 -0.16731 0.1724 0.0412 -0.1631 0.00
H 12.87018 1.57711 1.07481 -0.1686 0.1479 0.1035 0.00
H 12.99788 3.35451 2.80860 -0.1170 -0.0057 0.0643 0.00
H 10.93529 4.58621 3.45286 -0.0593 -0.0300 -0.2680 0.00
H 8.88450 4.36348 2.07172 0.0867 0.0165 -0.0486 0.00
H 5.26092 2.41699 -0.35250 3.5550 1.0465 -0.6961 0.31
H 3.79180 0.73032 0.96775 0.6205 -0.2425 -0.1290 -0.06
H 4.79604 -1.04978 2.08792 0.1585 -0.2269 0.5160 0.00
H 7.31114 -1.10647 2.56493 -0.0581 -0.0688 -0.0856 0.00
H 8.79510 0.59297 1.53276 -0.3280 -0.1841 0.0093 0.00
H 9.62447 4.91169 -1.73420 -0.1957 0.6692 -0.4444 0.00
H 11.12861 6.74598 -2.39789 0.0798 0.0899 0.0874 0.00
H 10.55787 8.31037 -4.26153 -0.3240 -0.4723 0.1035 0.00
H 8.54427 7.78952 -5.61575 -0.1206 0.0628 0.0473 0.00
H 6.94386 6.00881 -4.96351 0.4646 0.2073 0.4226 0.00
H 4.67082 5.81257 -2.68326 -0.0563 -0.3496 -0.2790 0.00
H 2.70818 5.86663 -4.20465 0.1534 -0.1634 0.1026 0.00
H 2.44449 4.18465 -6.01434 0.3518 -0.0242 0.2172 0.00
H 4.28357 2.55196 -6.42900 0.0087 0.0888 0.1798 0.00
H 6.28279 2.47244 -4.94174 -0.3162 0.0635 -0.0416 0.00
F -2.29460 -0.37573 1.45517 0.0958 0.9420 -1.1359 0.00
C -1.97560 0.63764 0.57283 1.4392 0.4589 0.4139 0.00
F -2.30254 0.23979 -0.68627 -0.4238 -0.0408 0.8511 0.00
F -2.74621 1.71633 0.90227 -0.1131 -0.8033 -0.2865 0.00
C -0.39958 1.11545 0.62016 -0.8987 -0.5227 -0.6433 0.00
O 0.16258 0.85386 1.69359 0.1096 0.3640 -0.6733 0.00
O -0.05467 1.65266 -0.46218 -0.6526 -0.8212 1.4438 0.00
```
Forces are in eV/Å.

Formula: C10H51F12N5O26S4
Source: OMol25
Level of theory: ωB97M-V/def2-TZVPD

Values from the calculation:
strongest force on any atom: 0.204 hartree/bohr
total charge: -1
HOMO energy (spin up / spin down): -0.05372 / -0.20695 Ha
2S+1: 2
molar mass: 1013.8 g/mol

```
108
Properties=species:S:1:pos:R:3:forces:R:3:mulliken_spin:R:1
N 0.71537 3.53322 9.91239 -0.6367 -0.0481 0.3655 0.00
H 1.68430 3.26272 9.82241 1.3433 0.4315 -0.6269 0.00
H 0.55183 4.26927 10.58439 0.1344 0.5351 -0.1608 0.00
H 0.35628 2.68207 10.32068 -0.5543 -1.5219 0.4953 0.00
H 0.25785 3.64180 9.01853 0.1028 0.4658 -0.1955 0.00
C 8.18789 -2.33580 18.53598 -0.0004 0.8585 1.7527 0.02
C 9.51581 -2.79398 17.96508 -0.8699 -0.7812 -1.4991 0.02
N 9.29409 -3.68651 16.80387 0.2860 -0.8667 -0.2993 0.16
C 9.15254 -5.06484 16.89145 -1.2407 -0.8928 -0.8070 -0.02
C 8.47783 -5.58666 15.76084 1.6282 2.5318 1.2349 0.01
N 8.27376 -4.45556 14.92025 -0.5397 -2.7515 -1.0390 0.18
C 8.64368 -3.33929 15.61972 0.4314 2.7588 -0.4132 0.63
C 7.76534 -4.46058 13.50707 0.4012 1.6557 1.7548 0.09
H 7.60292 -1.70635 17.86538 0.1414 -0.2922 -0.2822 -0.01
H 8.41578 -1.70117 19.39238 0.2750 0.5935 0.0258 0.00
H 7.52970 -3.02552 19.06434 0.1149 -0.8375 -0.7625 0.00
H 10.22845 -3.30943 18.60895 -0.4684 -0.1726 0.4161 0.00
H 10.05294 -1.89689 17.65713 0.0037 -0.0058 -0.4476 0.00
H 9.43011 -5.45481 17.85958 -0.0425 -0.7445 -0.3083 0.00
H 8.21602 -6.56974 15.39832 0.1991 0.0376 0.4009 0.02
H 8.41691 -2.31569 15.36048 -0.1143 -0.3756 -0.0306 -0.02
H 8.41982 -3.91377 12.82828 0.7739 -0.1573 0.0940 -0.02
H 6.94398 -3.74675 13.56965 -0.6794 -0.6164 -0.4307 -0.01
H 7.55512 -5.42774 13.05043 -0.1996 -0.0097 0.7029 0.00
C 5.81770 2.50281 12.88535 1.7121 2.7125 -0.5580 0.00
F 6.26290 2.87658 11.62589 -1.1529 -1.0778 1.5029 0.00
F 6.83210 2.02581 13.55382 0.2947 -1.4429 -0.0464 0.00
F 5.55461 3.66667 13.54829 -1.3009 -1.4740 -1.1424 0.00
S 4.35726 1.30271 12.76742 -0.9104 1.8527 2.8455 0.01
O 3.76244 1.31084 14.11254 1.1146 0.3440 -2.0012 0.00
O 3.54327 1.85306 11.68033 1.3465 -1.0398 1.1910 0.00
N 5.04475 -0.25538 12.52949 0.0396 5.7050 2.2898 0.00
S 3.81703 -0.90061 11.99378 -6.0232 -7.8286 -3.4861 0.00
O 2.51701 -0.79018 12.68665 2.3144 0.6056 -1.0584 0.00
O 3.81105 -0.87013 10.52746 -0.4522 0.3478 0.8093 0.00
C 4.21925 -2.80914 12.31598 0.2741 1.7401 0.7786 0.01
F 5.20195 -3.19843 11.52916 0.3460 -0.0639 0.0458 0.00
F 4.62379 -2.88062 13.62872 -0.8180 -0.5965 -1.5173 0.01
F 3.17009 -3.60789 12.04588 0.4394 0.8444 0.7541 0.00
C 7.91593 5.76217 12.22821 0.9579 0.7438 2.6992 0.00
F 8.75606 6.43191 11.44247 -0.5223 0.0803 -0.0168 0.00
F 6.69076 5.77902 11.76749 -0.2037 0.1130 -0.3317 0.00
F 8.36139 4.51511 12.32757 -0.0328 -0.5281 -0.2593 0.00
S 8.04320 6.47791 14.12868 4.4102 -0.4328 -1.4739 0.00
O 7.71731 5.38198 15.05277 -0.5744 1.2287 -1.7818 0.00
O 9.46274 6.86681 14.29528 -2.4883 -0.1654 -0.9235 0.00
N 7.07230 7.83183 13.92627 3.3537 -1.8332 -1.6633 0.00
S 6.14033 7.61073 15.07786 -6.4036 0.4047 4.4624 0.00
O 5.15877 6.53911 14.87230 0.3841 0.9496 -0.1697 0.00
O 6.72884 7.59770 16.41066 -0.2684 0.7471 -0.8926 0.00
C 5.01139 9.26459 14.96253 3.5991 -2.6110 0.0538 0.00
F 4.55372 9.42613 13.72796 -0.4773 0.3961 0.1724 0.00
F 4.06306 9.13889 15.85012 -0.8865 0.4697 0.1457 0.00
F 5.84353 10.26810 15.28864 -0.7603 0.4503 -0.1597 0.00
O -0.90585 -0.75927 13.53682 -1.4024 -0.1957 -0.8260 0.00
H -0.31639 -0.37212 14.18403 0.5996 0.1698 0.3742 0.00
H -0.34402 -1.32799 13.01039 0.3459 -0.0412 -0.1498 0.00
O 1.35623 3.66872 14.62339 -0.4999 0.0042 -0.1331 0.00
H 2.02533 3.01848 14.83721 0.3319 -0.2068 0.0427 0.00
H 1.80491 4.29799 14.05865 0.2792 0.2252 0.0429 0.00
O 0.44855 -4.64494 12.18589 -0.0569 0.1254 -0.2733 0.00
H -0.33047 -5.19451 12.27158 -0.2098 -0.2058 -0.0564 0.00
H 0.50350 -4.17509 13.01802 0.2194 0.2790 0.4080 0.00
O 2.28071 -0.55716 7.62889 -0.1882 -0.0509 0.0373 0.00
H 2.00380 0.13706 7.03088 -0.1415 0.0795 -0.2000 0.00
H 3.11324 -0.24820 7.98619 0.3202 -0.1120 0.2992 0.00
O 5.06635 -1.52578 16.21325 -0.8007 -0.4763 0.1465 0.00
H 5.13584 -0.62614 16.53271 0.3233 0.3235 0.1526 0.00
H 5.36198 -1.48106 15.30394 0.5756 -0.0005 -0.1172 -0.01
O 0.15621 -1.74548 10.89367 -0.0699 0.3801 0.0196 0.00
H 0.78641 -2.45160 10.75058 0.3068 -0.3795 -0.0488 0.00
H -0.69533 -2.18248 10.90521 -0.2594 -0.1091 -0.0659 0.00
O 6.87275 3.61484 8.95537 -0.0328 0.1827 -0.4639 0.00
H 7.54130 3.08660 9.39152 0.1939 -0.1579 0.1756 0.00
H 6.04216 3.26231 9.27486 -0.1731 -0.0010 0.2664 0.00
O 9.29922 0.48919 13.42382 -0.1195 -0.1116 0.0100 0.01
H 10.13174 0.62718 12.97205 0.1579 -0.1359 -0.1657 0.00
H 9.09250 1.33976 13.81116 -0.0654 0.2581 0.2668 0.00
O 6.94727 -1.09969 14.05405 0.0182 -0.3439 0.5637 -0.11
H 6.25916 -0.86342 13.43202 0.1172 -0.1280 0.0115 0.02
H 7.72700 -0.64687 13.73279 0.8518 0.1184 -0.2746 0.03
O 1.11230 -0.05524 14.93736 0.0040 0.2883 0.7271 0.00
H 1.16647 0.28788 15.82931 -0.0429 0.0939 0.2725 0.00
H 1.83004 0.37353 14.47128 0.4632 -0.0331 -0.4353 0.00
O 7.15086 0.50738 16.31140 0.0598 -0.1227 0.4381 0.01
H 6.86437 0.21041 15.44771 0.1131 -0.5238 -0.3755 0.00
H 6.88885 1.42729 16.34797 -0.0198 0.8606 0.2520 0.00
O 3.31413 2.70153 9.21802 -0.3090 0.3366 -0.4705 0.00
H 3.84692 2.40949 8.47837 0.0657 0.1130 -0.3615 0.00
H 3.30896 1.95654 9.81901 0.2731 -0.5001 0.7034 0.00
O 0.42458 1.04216 10.91691 -0.1846 1.3759 -0.2628 0.00
H -0.32482 1.10571 11.50903 -0.1941 -0.4157 0.6268 0.00
H 0.52231 0.10412 10.75333 0.1148 -0.9400 -0.0771 0.00
O 2.31154 -3.45275 8.96377 -0.3263 -0.2394 0.0107 0.00
H 2.74660 -3.62767 9.79824 0.2797 -0.1757 0.1781 0.00
H 2.14342 -2.51049 8.97365 0.0933 0.4850 -0.2491 0.00
O 2.46568 -2.70621 15.81490 -0.6691 -0.6466 -0.1947 0.00
H 3.35473 -2.40873 15.62169 0.5103 0.2676 0.2730 0.00
H 2.15663 -2.11113 16.49798 0.0359 0.1198 0.0154 0.00
O 6.49251 3.31493 16.44518 -0.3009 -0.7463 0.2086 0.00
H 6.71645 3.84555 15.68064 0.1349 0.5289 -0.2422 0.00
H 6.68206 3.88057 17.19375 0.0572 0.2026 0.0910 0.00
O 2.48777 -6.39719 11.23165 0.3915 -0.3735 -0.3921 0.00
H 1.93126 -5.64897 11.44775 -0.3569 0.2920 0.1932 0.00
H 2.36635 -7.00515 11.96094 0.0271 -0.0864 0.1678 0.00
O 6.99765 -0.50614 10.97014 1.3113 0.0468 -0.8587 0.00
H 6.60824 -0.96440 10.22543 -0.0769 -0.1349 -0.2100 0.00
H 6.26474 -0.34980 11.56565 0.1242 0.0011 -0.2795 0.00
```
Forces are in eV/Å.

Formula: C3H5ClO2
Source: OMol25
Level of theory: ωB97M-V/def2-TZVPD

Values from the calculation:
strongest force on any atom: 0.093 hartree/bohr
total charge: 0
HOMO energy: -0.38111 Ha
SMILES: CC(=O)[C@@H](O)Cl
2S+1: 1
energy relative to the best compared isomer or geometry (same formula, charge and spin): 1.1988 eV
molar mass: 108.5 g/mol

```
11
Properties=species:S:1:pos:R:3:forces:R:3:nbo_charge:R:1
C 1.15859 0.96498 0.18993 1.7060 2.0943 1.2133 -0.75
C 0.42298 -0.22078 0.30534 -3.5870 -2.7273 -1.5707 0.54
O 0.62376 -1.14689 1.03061 0.8930 -0.7086 1.2698 -0.54
C -0.83259 -0.45952 -0.61695 -1.0320 1.6365 0.3157 0.16
O -1.42202 -1.66557 -0.46059 0.4519 0.7131 -1.6106 -0.66
Cl -2.25520 0.87267 -0.00670 1.4730 -0.6906 -0.3328 -0.27
H 1.06816 1.39133 1.19564 -0.4559 0.7380 -0.2330 0.28
H 0.89243 1.63804 -0.61021 -0.0562 0.1524 0.0156 0.25
H 2.20893 0.73606 0.26237 0.5975 -0.1875 -0.6825 0.26
H -0.67408 -0.01055 -1.65874 -0.5351 -1.4342 1.2719 0.22
H -1.19098 -2.09975 0.36929 0.5449 0.4140 0.3432 0.51
```
Forces are in eV/Å.

Formula: C7H17N3O2
Source: OMol25
Level of theory: ωB97M-V/def2-TZVPD

Values from the calculation:
strongest force on any atom: 0.094 hartree/bohr
total charge: +2
HOMO energy: -0.64403 Ha
SMILES: C[C@@](O)(C(N)=[NH2+])[NH+]1CCOCC1
2S+1: 1
energy relative to the best compared isomer or geometry (same formula, charge and spin): 1.0012 eV
molar mass: 175.2 g/mol

```
29
Properties=species:S:1:pos:R:3:forces:R:3:nbo_charge:R:1
C 0.40124 1.61337 -1.81450 2.5686 1.0245 1.4828 -0.68
C 0.01336 1.16747 -0.41525 -0.9364 1.1988 -0.3713 0.41
O 0.60739 2.04766 0.48733 -0.6030 -0.9842 0.5098 -0.70
C -1.57964 1.37080 -0.12920 4.6310 0.0268 -0.8812 0.54
N -2.49457 1.07869 -0.96623 -4.7557 -0.2628 -0.8372 -0.73
N -1.77264 1.97296 0.97566 -3.8491 0.0070 1.2603 -0.67
N 0.41008 -0.30732 -0.10387 0.3312 -3.1476 -2.7021 -0.45
C -0.65930 -1.26651 0.56686 -1.9412 0.7082 -1.2646 -0.24
C -0.16924 -2.70556 0.46276 1.7812 1.3434 0.9567 -0.10
O 1.04109 -2.76310 1.24108 0.2768 0.3627 -0.3651 -0.48
C 2.09575 -1.93438 0.74450 0.4091 0.6959 0.8008 -0.11
C 1.71492 -0.42676 0.71670 -0.4691 0.8073 0.1664 -0.25
H 0.39188 2.70225 -2.02921 -1.0028 -0.6599 0.4215 0.30
H 1.48702 1.45472 -1.92151 0.0115 -0.2678 0.3166 0.25
H 0.04217 1.00881 -2.54727 -1.6374 -1.4197 -2.3647 0.23
H 1.54782 2.16947 0.32845 0.1721 0.1574 -0.2362 0.52
H -2.53562 0.83118 -1.94277 1.2988 -0.1708 -0.1750 0.47
H -3.51296 1.22979 -0.69128 1.7420 -0.0739 -0.1159 0.44
H -1.02225 2.03329 1.62877 0.2975 0.5202 0.6804 0.46
H -2.79784 2.10297 1.22199 1.9803 0.2695 0.3562 0.44
H 0.62152 -0.98067 -1.04190 -0.5536 2.9386 2.3876 0.47
H -1.74511 -1.12968 0.06707 2.7077 -0.1603 1.0752 0.25
H -0.63830 -0.97639 1.60134 -0.4420 0.1343 0.4956 0.24
H -0.84524 -3.43738 0.86335 -0.4459 -0.0730 0.3048 0.26
H 0.04963 -2.96069 -0.55088 0.0908 -0.3327 -1.0922 0.19
H 2.43407 -2.26623 -0.25101 -0.1161 0.0747 0.1412 0.20
H 2.97449 -1.96665 1.44513 -0.9271 -0.4747 -0.6055 0.26
H 1.44012 0.02361 1.68385 0.0852 -0.8084 0.0012 0.24
H 2.50015 0.31428 0.37003 -0.7046 -1.4336 -0.3462 0.24
```
Forces are in eV/Å.

- Number 4 is which compound?
  C7H17N3O2